Run i
{"formula": "C4H12OS2", "method": "ωB97M-V/def2-TZVPD", "smiles": "CCCSSC.O", "homo_lumo_gap_ev": 9.261, "lumo_energy_ev": 0.619, "symbols": ["C", "C", "C", "S", "S", "C", "H", "H", "H", "H", "H", "H", "H", "H", "H", "H", "O", "H", "H"], "positions_angstrom": [[1.058, 2.220, -0.703], [-0.053, 1.288, -1.147], [0.282, 0.053, -2.004], [1.863, -0.735, -1.755], [1.859, -1.124, 0.260], [0.724, -2.497, 0.444], [0.585, 3.002, -0.140], [1.742, 1.734, -0.027], [1.519, 2.697, -1.552], [-0.682, 0.992, -0.295], [-0.833, 1.859, -1.672], [-0.549, -0.623, -1.918], [0.284, 0.393, -3.037], [0.575, -2.587, 1.528], [-0.234, -2.266, -0.032], [1.013, -3.496, 0.103], [-2.933, 0.045, 3.880], [-3.552, -0.506, 3.398], [-2.669, -0.448, 4.671]], "mulliken_charge": [-1.10, -0.36, -0.74, -0.10, -0.09, -0.75, 0.35, 0.30, 0.30, 0.26, 0.37, 0.35, 0.38, 0.29, 0.22, 0.31, -0.64, 0.32, 0.32]}

---

Run ii
{"formula": "C4H12OS2", "method": "ωB97M-V/def2-TZVPD", "smiles": "CCSSCC.O", "homo_lumo_gap_ev": 9.160, "lumo_energy_ev": 0.620, "symbols": ["C", "C", "S", "S", "C", "C", "H", "H", "H", "H", "H", "H", "H", "H", "H", "H", "O", "H", "H"], "positions_angstrom": [[1.972, 1.048, -1.279], [2.011, -0.350, -1.949], [0.538, -1.250, -2.045], [0.390, -1.929, -0.089], [-0.714, -0.664, 0.709], [-0.883, -0.996, 2.157], [2.866, 1.540, -1.674], [2.145, 0.992, -0.207], [1.092, 1.622, -1.548], [2.740, -0.960, -1.411], [2.464, -0.232, -2.938], [-0.280, 0.288, 0.416], [-1.623, -0.796, 0.132], [-1.653, -0.313, 2.531], [-0.013, -0.781, 2.772], [-1.319, -1.992, 2.221], [-2.993, 1.467, 0.420], [-2.805, 1.752, 1.304], [-3.934, 1.553, 0.478]], "mulliken_charge": [-1.04, -0.44, -0.12, -0.16, -0.30, -1.16, 0.39, 0.26, 0.28, 0.32, 0.34, 0.29, 0.37, 0.29, 0.33, 0.34, -0.59, 0.30, 0.29]}

---

Run iii
{"formula": "C4H12OS2", "method": "ωB97M-V/def2-TZVPD", "smiles": "CCSSCC.O", "homo_lumo_gap_ev": 7.040, "lumo_energy_ev": -0.644, "symbols": ["C", "C", "S", "S", "C", "C", "H", "H", "H", "H", "H", "H", "H", "H", "H", "H", "O", "H", "H"], "positions_angstrom": [[1.307, 1.474, -0.407], [1.826, 0.526, -1.510], [0.101, -0.478, -1.884], [-1.385, -1.415, -3.003], [-1.683, -2.824, -1.764], [-1.429, -2.506, -0.287], [1.961, 1.309, 0.419], [1.582, 2.459, -0.783], [0.287, 1.564, -0.094], [2.439, 1.028, -2.281], [2.468, -0.283, -0.958], [-0.959, -3.564, -2.117], [-2.764, -3.054, -1.891], [-1.488, -3.552, 0.093], [-0.343, -2.219, -0.100], [-2.065, -1.836, 0.409], [-0.260, 4.579, 5.461], [-0.064, 4.130, 4.642], [0.468, 4.661, 6.054]], "mulliken_charge": [-0.97, -0.35, -0.16, -0.17, -0.42, -0.97, 0.28, 0.29, 0.38, 0.37, 0.20, 0.31, 0.33, 0.31, 0.30, 0.27, -0.64, 0.32, 0.32]}

---

Run iv
{"formula": "C4H12OS2", "method": "ωB97M-V/def2-TZVPD", "smiles": "CCSCSC.O", "homo_lumo_gap_ev": 9.250, "lumo_energy_ev": 0.497, "symbols": ["C", "C", "S", "C", "S", "C", "H", "H", "H", "H", "H", "H", "H", "H", "H", "H", "O", "H", "H"], "positions_angstrom": [[-4.071, -1.308, -1.916], [-2.583, -1.759, -2.116], [-1.463, -0.553, -2.912], [-1.792, 0.976, -1.960], [-1.526, 0.967, -0.131], [0.000, 0.000, 0.000], [-4.653, -0.956, -2.785], [-3.973, -0.476, -1.199], [-4.625, -2.128, -1.430], [-2.608, -2.696, -2.705], [-2.118, -1.989, -1.138], [-2.866, 1.235, -2.037], [-1.221, 1.735, -2.530], [0.190, -0.268, 1.053], [0.879, 0.539, -0.390], [-0.130, -0.929, -0.581], [-4.711, 2.923, -5.007], [-4.202, 3.667, -5.402], [-4.511, 2.969, -4.045]], "mulliken_charge": [-1.03, -0.30, -0.10, -0.60, -0.06, -0.72, 0.28, 0.24, 0.34, 0.36, 0.22, 0.21, 0.38, 0.32, 0.28, 0.18, -0.64, 0.32, 0.32]}

---

run i takes first place; second place is 2.2 kcal/mol up.